Entry 1:
A structure of composition C41H50BrCl2N2O4PPt, computed with ωB97M-V/def2-TZVPD.

Calculated values
**Net charge**: -2
**Strongest force on any atom**: 0.01246 hartree/bohr
**ΔE to the lowest compared entry with this formula, charge and spin**: 83.1 kJ/mol
**Kohn-Sham gap (alpha / beta)**: 3.912 / 3.900 eV

Each line ends with the Mulliken charge.
Geometry (Å):
H: 3.466 -2.950 1.056  0.11
H: -1.674 -0.736 3.344  0.04
C: -1.462 -4.015 2.206  -0.67
C: 1.002 3.667 1.133  2.17
N: 0.069 2.207 -3.603  0.61
C: -1.910 -2.749 -1.350  -0.52
H: 1.009 -0.999 4.385  0.06
H: 1.462 -3.791 1.721  1.27
O: -2.537 1.558 0.916  -0.15
H: -3.457 -1.882 4.805  0.53
H: 1.414 -3.065 -1.869  0.41
C: 0.938 -3.338 -0.921  -0.96
O: 2.515 0.222 -0.718  -0.34
N: -1.396 3.507 -4.694  -0.85
H: 2.073 3.074 -0.661  0.52
C: 1.833 2.085 -5.415  -0.91
C: 1.361 6.315 0.125  -0.60
Cl: 5.570 -0.001 -0.652  -0.22
H: 4.249 -2.686 3.361  0.44
C: 4.460 -0.263 -2.020  -0.01
H: -0.052 4.670 2.747  0.42
H: 2.529 1.457 -4.882  0.57
H: -1.944 -4.711 -2.277  0.49
H: 3.749 -0.552 4.608  0.48
H: -3.416 4.081 -3.560  0.62
C: 0.633 2.476 -4.827  0.58
C: -1.130 2.860 -3.575  0.19
C: 0.669 6.084 1.313  -0.35
H: -1.989 -4.386 1.323  0.50
H: -2.078 -2.108 1.377  0.50
C: 1.590 -2.798 2.164  0.49
H: -1.420 -0.811 -0.512  -0.13
C: -1.818 2.192 -1.236  0.58
H: -0.477 -4.839 -0.266  0.06
C: 0.858 2.387 1.592  -2.50
C: 1.879 -1.660 4.429  -0.45
H: -1.637 -4.346 4.342  0.26
H: 2.721 -0.047 3.264  -0.10
O: -0.676 1.533 -1.088  1.81
C: -2.242 -4.476 3.440  -1.05
H: -0.752 4.367 -7.305  0.40
C: -0.930 -1.611 -1.072  -0.47
C: -1.226 -3.914 -2.056  -1.08
C: -0.077 -4.442 -1.204  -0.58
Cl: 4.234 -2.024 -2.279  -0.23
H: -0.320 1.365 -0.145  -1.41
H: -3.770 2.073 2.509  0.28
C: 1.696 3.921 -0.101  -0.64
C: -2.797 2.263 -0.220  -0.67
H: 1.744 -3.717 -0.293  0.24
C: -0.301 3.289 -5.494  0.23
C: 3.060 0.422 -1.802  -0.01
H: 2.387 5.347 -1.502  0.38
C: -3.266 3.574 -2.621  -0.84
P: 0.224 -1.721 1.503  -1.99
C: 3.087 -0.919 3.819  -0.59
C: -2.747 2.224 2.145  -0.98
C: -4.182 3.631 -1.604  -0.32
H: 2.997 2.265 -7.193  0.38
H: -2.738 -2.367 -1.954  0.48
H: 1.497 7.318 -0.258  0.35
H: 2.329 -3.710 3.951  0.55
H: 4.715 -1.264 2.441  0.54
H: 4.946 0.119 -2.911  0.43
H: 0.423 -5.274 -1.712  0.45
C: -1.359 -2.474 2.122  1.27
H: -1.135 -2.123 4.256  0.28
H: 0.474 1.681 -2.833  -0.06
H: 2.787 -1.335 1.053  -0.33
C: 0.489 4.816 1.819  -0.67
C: 0.354 -2.041 -0.340  2.62
C: 1.153 3.358 -7.378  -0.40
C: 2.073 2.543 -6.698  -0.54
Pt: 0.510 0.540 1.680  1.11
H: -3.903 -1.581 3.138  0.17
C: 2.950 -2.218 1.684  -0.04
H: -0.826 -3.563 -3.014  0.41
H: 1.382 3.690 -8.383  0.35
H: 0.255 6.927 1.861  0.32
H: -4.143 -4.063 4.393  0.41
H: -2.551 3.294 2.041  0.47
C: -3.966 2.982 -0.396  -0.47
H: 0.618 -3.379 4.023  0.22
H: 1.096 -1.262 -0.565  -2.20
H: -2.025 1.796 2.843  0.22
H: -0.640 -1.168 -2.030  0.66
C: -2.076 2.852 -2.445  0.59
C: -3.241 -2.173 3.774  -0.78
H: -4.705 3.016 0.393  0.49
C: -0.037 3.737 -6.790  -0.76
H: -0.478 -4.486 2.196  0.12
H: -2.349 -3.117 -0.418  -0.01
C: -1.790 -1.817 3.440  -0.70
C: -3.534 -3.677 3.572  -0.79
O: 2.687 1.074 -2.795  -0.68
Br: -5.804 4.615 -1.840  -0.29
C: 3.855 -1.803 2.843  -1.20
H: -2.456 -5.546 3.360  0.52
C: 1.863 5.203 -0.561  -0.31
H: -4.118 -3.823 2.657  0.36
H: 2.055 -1.893 5.484  0.58
C: 1.570 -2.963 3.687  -1.76

=====

Entry 2:
A cluster of 6 separate species, C41H50ClN10O in total in a non-equilibrium geometry, computed with ωB97M-V/def2-TZVPD.

Calculated values
**Net charge**: +1
**Strongest force on any atom**: 0.11245 hartree/bohr
**ΔE to the lowest compared entry with this formula, charge and spin**: 0.0 kJ/mol
**Kohn-Sham gap**: 8.073 eV

Each line ends with the Mulliken charge.
Geometry (Å):
C: 2.193 1.765 -1.166  -0.52
H: 7.492 2.993 1.996  0.25
C: -2.176 0.126 1.079  -0.55
N: -7.512 -1.242 -1.323  -0.56
C: 6.561 -0.941 -5.432  -0.26
H: -3.189 -5.512 6.930  0.37
C: 4.161 -0.030 -4.536  -0.09
H: 0.054 0.486 4.135  0.36
C: -1.238 2.281 -7.608  -0.61
C: -7.114 -0.650 -2.461  -0.28
C: 4.773 -1.163 -4.024  -0.38
N: 1.205 1.281 -3.391  -0.63
N: 1.869 2.299 2.818  -0.20
H: -2.008 1.522 -7.663  0.34
C: -4.942 -0.188 -1.603  -0.17
C: -3.853 -7.150 0.412  -0.36
C: 6.152 1.827 0.645  -0.42
C: 6.033 0.205 -6.007  -0.37
C: -3.740 -6.489 1.623  -0.25
C: -4.393 -6.461 -0.664  -0.34
C: 4.720 1.113 0.982  -0.54
C: -0.689 0.033 3.407  -0.30
H: 4.308 -1.739 -3.231  0.42
H: 6.567 0.723 -6.795  0.37
H: -4.499 -6.945 -1.629  0.38
C: -1.403 -1.351 3.629  -0.77
N: -4.120 -5.215 1.817  -0.46
C: -1.219 -4.653 7.005  -0.22
H: -0.864 -5.139 6.102  0.43
H: 0.091 1.015 -0.125  0.72
H: -2.430 0.697 0.120  0.12
H: -0.343 2.593 -0.372  0.61
H: 5.988 2.817 0.101  0.34
N: 3.806 2.216 1.412  -0.27
N: 5.957 -1.631 -4.452  -0.55
C: -4.795 -5.144 -0.491  -0.45
C: 1.381 2.214 -2.464  -0.44
C: 0.335 3.762 -8.638  -0.42
H: 0.009 -2.608 9.211  0.38
H: 4.416 0.590 0.010  0.22
H: 0.671 1.737 -4.161  0.19
H: 6.583 1.530 2.832  0.30
H: 7.514 -1.342 -5.760  0.36
H: -4.644 -0.869 0.428  0.34
O: 0.625 6.366 4.144  -0.47
C: 0.689 4.184 -7.367  -0.20
C: -0.732 -3.244 8.739  -0.19
H: -3.528 -8.178 0.312  0.36
H: -2.270 -2.871 10.193  0.36
C: -0.817 2.773 -6.384  -0.08
H: 6.649 1.115 -0.119  0.30
H: 3.203 0.300 -4.154  0.44
C: 0.384 4.393 2.570  -0.52
H: -1.373 2.824 1.506  0.46
C: 1.617 2.360 0.216  -1.17
C: -1.140 0.695 2.063  0.31
C: 0.695 5.116 3.992  -0.08
H: 1.713 3.507 0.165  0.31
H: 2.432 3.159 2.992  0.46
H: -0.952 2.432 -9.734  0.38
H: -5.583 0.350 -3.591  0.37
H: 1.455 4.940 -7.223  0.37
H: 1.006 3.286 -2.573  0.52
C: -4.638 -4.570 0.760  -0.12
C: -6.614 -1.302 -0.327  -0.45
C: -2.902 -4.215 8.630  -0.20
H: 3.312 2.043 -1.229  0.41
H: -1.198 -1.989 4.563  0.39
C: -1.998 -3.390 9.283  -0.35
H: 4.965 0.371 1.831  0.41
H: -4.933 -3.542 0.947  0.44
C: -5.850 -0.114 -2.650  -0.52
H: 2.069 0.617 -1.088  0.28
N: 0.167 1.969 0.291  0.08
N: -0.325 -3.859 7.616  -0.57
H: 1.170 4.771 1.834  0.22
C: 2.366 1.782 1.516  0.42
C: -2.509 -4.861 7.466  -0.36
H: -3.327 -6.986 2.495  0.37
C: -0.648 2.790 -8.756  -0.12
H: -2.860 -2.823 2.698  0.26
N: 0.133 3.711 -6.240  -0.45
H: -6.962 -1.786 0.580  0.42
H: 3.883 2.967 0.698  0.33
C: 0.448 2.771 2.778  -0.88
H: -1.251 2.410 -5.456  0.45
C: -0.472 2.113 1.645  0.13
C: -2.380 -1.786 2.525  -0.15
Cl: 2.185 -0.069 1.605  -0.09
H: -7.860 -0.614 -3.248  0.37
H: -0.675 4.744 2.291  0.44
H: -3.903 -4.353 9.023  0.37
H: 0.983 4.521 4.941  0.33
H: 8.041 1.197 1.720  0.28
N: -2.793 -1.126 1.325  -0.31
C: 7.143 1.897 1.911  -0.96
H: -3.944 0.222 -1.712  0.35
C: -5.328 -0.792 -0.415  0.33
C: 4.808 0.665 -5.547  -0.33
H: -5.220 -4.577 -1.309  0.39
H: 0.028 2.615 3.844  0.62
H: 0.816 4.181 -9.513  0.36
H: 4.362 1.558 -5.973  0.43

=====

Entry 3:
A structure of composition C41H50MnN6, computed with ωB97M-V/def2-TZVPD.

Calculated values
**Expectation value of S²**: 6.05
**Multiplicity**: 5
**Net charge**: +1
**Strongest force on any atom**: 0.01039 hartree/bohr
**Kohn-Sham gap (alpha / beta)**: 5.876 / 5.557 eV

Each line ends with the Mulliken charge.
Geometry (Å):
C: 2.539 3.353 1.008  -0.45
C: 0.582 2.537 -0.112  0.61
C: -1.103 0.109 -3.030  0.06
H: -1.191 2.083 -1.030  -0.62
N: 0.824 1.271 0.277  0.81
C: 2.181 -1.757 -3.358  0.89
C: -1.994 -0.458 2.422  -0.13
C: -2.713 0.686 -1.664  -1.08
H: -5.631 3.679 2.225  0.40
H: -1.336 3.400 -4.783  0.19
H: -4.187 3.419 1.240  0.13
C: 0.063 -0.442 -3.531  -0.43
H: 4.292 -3.484 -3.413  0.30
C: -4.722 3.091 2.129  -0.86
C: 1.442 -1.700 5.625  -0.95
H: -5.692 1.424 1.164  0.44
C: 0.923 -2.683 3.389  0.83
C: -2.021 0.914 -3.795  0.95
H: 5.423 -1.545 -2.372  0.26
H: -4.546 4.345 -2.939  0.44
C: -1.097 -1.228 3.145  -0.41
C: 1.505 -2.623 1.215  -0.44
N: 0.376 -1.847 1.300  -0.29
C: 5.230 -2.440 -1.786  -0.93
H: -2.935 1.056 6.321  0.39
H: -2.850 3.965 -3.222  0.10
H: -3.574 3.636 -1.649  0.02
H: 2.488 -1.558 5.363  0.23
H: 3.924 -4.158 -1.823  0.44
H: 2.908 -4.539 3.725  0.38
C: 3.436 -0.315 -4.965  -0.98
C: 1.972 -2.251 -1.171  -0.20
H: 3.104 -3.471 0.128  0.45
C: 1.926 1.054 1.020  -0.22
H: 3.192 4.156 1.306  0.43
H: -0.186 -3.042 5.164  0.44
H: -1.399 0.510 -5.792  0.49
C: 1.860 -3.152 2.509  0.85
H: 3.272 -2.459 -5.029  0.41
H: 1.783 -1.612 -5.444  0.44
H: 2.819 0.554 -4.749  0.23
H: 4.223 -2.420 3.744  0.22
H: -5.054 1.912 -2.686  0.42
N: -1.941 -0.229 1.068  0.18
C: 0.853 -2.893 4.862  -1.17
C: 1.437 3.601 0.237  -1.00
C: -3.457 0.875 -0.509  -0.13
H: 4.297 -0.293 -4.302  0.23
C: -1.826 1.331 -5.214  -1.27
C: -3.510 0.146 4.445  -1.23
H: -4.364 2.263 -4.265  0.37
C: -4.146 2.229 -3.198  -1.23
C: 2.639 -1.609 -4.768  -1.23
C: -3.030 1.273 -2.942  0.84
H: 0.063 2.340 -4.856  0.21
H: 1.380 -1.870 6.698  0.41
H: 6.127 -3.052 -1.788  0.38
C: -3.077 0.485 0.765  -0.18
H: -4.395 1.396 -0.615  0.39
H: -1.619 0.952 5.152  0.22
H: 5.019 -2.136 -0.763  0.17
H: 4.518 -2.576 2.013  0.13
H: 2.108 0.031 1.319  0.41
H: 1.410 -3.793 5.127  0.37
H: -2.887 2.159 4.950  0.26
H: -4.569 0.385 4.561  0.30
H: 3.660 1.801 2.004  0.51
C: -3.153 0.175 2.997  0.90
C: -0.904 2.551 -5.304  -0.93
C: 0.994 -1.161 -2.799  -0.26
H: -2.793 1.577 -5.655  0.39
H: 1.189 4.597 -0.100  0.41
H: -5.636 1.312 2.920  0.42
C: 2.789 -2.443 -2.341  0.97
H: -0.690 3.736 -1.165  0.25
H: 0.905 -0.784 5.386  0.20
H: 3.200 -4.719 1.993  0.44
C: 2.799 2.041 1.405  -1.13
H: 0.262 -0.301 -4.581  0.31
C: 3.060 -3.989 2.794  -1.23
N: -0.504 2.798 -0.861  0.13
N: -1.522 0.000 -1.727  -0.14
C: -3.828 0.767 1.962  0.92
H: -4.092 3.285 2.994  0.21
C: 2.243 -2.823 0.061  -0.47
H: -3.350 -0.865 4.828  0.44
C: 4.057 -3.227 -2.379  -1.24
C: -2.683 1.140 5.268  -0.98
H: -0.752 2.837 -6.340  0.41
H: -1.282 -1.346 4.202  0.37
Mn: -0.440 -0.711 -0.166  0.52
H: 5.188 -3.763 3.136  0.41
C: 4.326 -3.133 2.928  -0.88
C: 0.004 -1.881 2.619  -0.28
N: 0.896 -1.446 -1.459  0.05
C: -5.062 1.598 2.037  -1.22
H: 3.790 -0.243 -5.990  0.40
C: -3.756 3.633 -2.721  -0.66

=====

Entry 4:
A structure of composition C41H51BInN17OPS2 in a non-equilibrium geometry, computed with ωB97M-V/def2-TZVPD.

Calculated values
**Expectation value of S²**: 0.77
**Multiplicity**: 2
**Net charge**: +2
**Strongest force on any atom**: 0.03700 hartree/bohr
**ΔE to the lowest compared entry with this formula, charge and spin**: 194.1 kJ/mol
**Kohn-Sham gap (alpha / beta)**: 3.666 / 6.216 eV

Each line ends with the Mulliken charge.
Geometry (Å):
C: 2.031 -0.408 3.770  0.56
H: 2.551 -0.511 -4.108  0.60
H: 4.186 -1.766 1.326  0.43
C: 2.398 -4.395 0.158  -0.11
H: 6.036 -0.226 -2.106  0.52
C: -2.862 -2.069 -3.722  -1.93
S: -2.273 -1.237 0.373  0.70
H: 4.746 -2.093 -1.130  0.74
H: -4.993 -1.315 0.636  0.18
H: -4.293 2.462 -7.497  0.48
O: 0.022 0.487 0.932  -0.08
N: -1.584 -3.508 1.706  -0.02
C: -1.853 3.352 4.471  -0.78
N: 0.647 -0.014 3.499  -0.18
H: -0.994 -4.248 2.056  0.34
H: 5.361 -3.583 2.482  0.49
H: 1.579 -4.620 -0.509  0.49
H: -2.430 4.056 -3.179  0.70
N: -0.161 1.108 -4.374  0.48
H: 1.382 4.054 3.206  0.30
S: -3.151 -0.550 1.969  -0.46
H: -3.563 3.275 3.165  0.32
H: -0.673 1.555 4.922  0.39
N: -3.625 2.602 -4.300  -1.13
C: 4.539 -3.814 1.823  -1.15
N: -2.535 1.984 -4.804  0.32
N: -1.514 -0.790 -2.518  0.18
N: -1.110 1.796 2.868  1.14
C: -0.262 -1.103 3.861  0.70
H: 2.565 -0.643 2.839  -0.38
C: 1.695 0.948 -5.556  -1.64
H: -2.497 3.503 5.333  0.46
C: -0.311 3.097 -0.907  -0.92
H: -0.996 -1.242 3.072  -0.94
P: 0.258 1.083 2.305  -2.48
H: -3.554 -0.344 -4.933  0.54
H: 4.706 2.656 1.827  0.40
C: 4.275 -1.142 -1.324  -0.69
H: -3.387 -2.916 -4.114  0.57
C: 2.988 1.185 -1.916  -0.09
H: 3.004 1.047 1.334  -0.50
H: 2.437 1.068 -6.318  0.47
H: -0.002 2.271 -6.126  0.78
H: 0.350 3.062 -0.061  1.14
C: -4.423 2.861 -5.310  -0.31
C: 4.342 1.101 -2.170  -1.57
C: -2.678 1.832 -6.149  -0.28
H: -2.357 1.254 4.451  0.39
N: -3.140 -3.606 -0.676  -0.18
N: 0.646 0.262 -3.711  -0.32
N: -1.388 2.319 -2.618  0.39
H: 4.679 -5.930 2.124  0.45
C: -1.699 2.914 2.125  0.01
H: -3.715 -5.441 -1.398  0.56
H: 2.420 2.077 -2.161  0.43
C: 3.288 3.072 3.449  -0.70
H: -1.125 5.147 -1.045  0.57
C: -1.924 -2.042 -2.701  -0.88
C: 1.901 -1.656 4.637  -0.74
H: 2.772 -6.439 0.642  0.46
H: -2.326 -3.201 2.322  0.29
C: -1.482 1.889 4.277  -0.63
H: 3.653 3.968 3.945  0.50
N: 2.303 0.192 -1.362  0.65
C: 2.802 -3.068 0.325  0.31
C: 3.691 3.017 1.977  -0.74
N: -4.807 -2.158 0.090  0.14
H: -6.807 -2.735 -0.083  0.53
H: 0.878 -2.794 3.127  -0.10
H: -5.354 3.366 -5.144  0.48
H: -2.289 2.542 1.282  -0.12
C: -3.874 2.392 -6.515  -1.00
In: 0.145 0.005 -1.351  2.47
N: 0.152 -2.683 0.462  -0.99
N: 1.459 2.226 2.184  1.02
N: -0.521 2.009 -1.644  -0.03
H: 0.213 -3.036 4.767  0.46
C: 1.762 0.146 -4.422  -0.36
C: -5.440 -4.235 -0.822  -0.87
H: 3.672 2.204 3.985  0.13
C: -1.728 3.607 -2.505  0.09
H: -0.956 3.961 4.587  0.20
C: 4.150 -5.131 1.628  -0.66
H: 4.874 1.933 -2.602  0.65
C: 3.880 -2.791 1.170  0.15
H: -0.798 -0.857 4.785  0.41
H: -2.585 4.736 2.939  0.40
H: 3.608 4.012 1.539  0.37
N: -2.120 -0.011 -3.415  0.27
C: -3.508 -2.485 -0.152  0.13
C: 0.455 1.550 -5.479  -0.06
H: -6.187 -4.957 -1.101  0.45
H: -1.941 1.333 -6.743  0.65
H: 2.432 2.380 0.318  -0.42
C: 2.907 -0.969 -1.039  0.44
C: 2.119 -1.977 -0.377  0.18
H: 2.781 -2.293 4.576  0.45
H: 2.557 0.395 4.289  -0.13
H: -1.523 -2.850 -2.116  1.27
C: -5.789 -3.039 -0.264  -0.08
C: 4.988 -0.105 -1.882  -1.29
C: -2.950 -0.759 -4.151  -0.05
H: 1.736 -1.372 5.677  0.33
C: -1.030 -2.603 0.881  -0.42
C: 3.077 -5.415 0.796  -0.95
B: -1.573 1.387 -3.828  0.71
C: 2.653 2.086 1.349  0.84
H: -0.908 3.563 1.738  0.11
C: -4.071 -4.505 -1.004  -0.24
C: 1.765 3.041 3.365  -0.40
C: -1.068 4.143 -1.413  -2.29
N: 0.794 -1.871 -0.376  0.44
C: 0.643 -2.311 4.079  -0.43
C: -2.547 3.669 3.149  -0.76
H: 1.300 2.623 4.257  0.26